Record 1
Entry from OMol25: one molecule with the formula C4H6N2 (wB97M-V/def2-TZVPD).

Last column: Mulliken charge in e.
Atoms and positions in Å:
C1 0.88781 0.31183 -0.10968  -0.11
C2 1.77081 -0.60053 0.20201  -0.82
C3 -1.68241 -0.80912 0.35042  -0.20
C4 0.12197 1.39688 -0.28985  0.00
N1 -1.21735 1.33451 -0.56720  0.16
N2 -2.03953 0.26749 -0.27967  -0.68
H1 2.44123 -1.16216 -0.34882  0.30
H2 1.63692 -1.00347 1.22729  0.22
H3 -2.47469 -1.41350 0.44640  0.34
H4 -0.72116 -1.09937 0.78127  0.11
H5 0.59307 2.40803 -0.21088  0.39
H6 -1.77854 1.97374 -1.12791  0.30

Multiplicity: 3
Kohn-Sham gap (alpha / beta), eV: 5.37 / 7.63
Lowest unoccupied orbital energy (alpha / beta), eV: 0.879 / -1.822
HOMO (alpha / beta), eV: -4.5 / -9.5
Expectation value of S²: 2.013
Relative energy (zero: lowest compared OMol25 entry of this formula, charge and spin), eV: 3.2594
Max |F|, eV Å⁻¹: 3.994

=====

Record 2
Entry from OMol25: a 2-piece molecular cluster, C4H6N2O overall (wB97M-V/def2-TZVPD).

Last column: Mulliken charge in e.
Atoms and positions in Å:
N1 0.14825 2.18162 0.75823  -0.35
N2 0.57084 1.33904 -0.28749  -0.39
C1 0.85525 0.11118 -0.13177  0.38
C2 1.37857 -1.09198 -0.76166  -0.22
O1 1.13161 -0.93282 0.66959  -0.36
H1 -0.09100 3.01144 0.20630  0.23
H2 0.70015 2.33428 1.54633  0.21
H3 0.61709 -1.72615 -1.23058  0.16
H4 2.34141 -1.16384 -1.13244  0.30
C3 -2.12957 -1.50836 -0.14480  -0.32
C4 -1.63382 -0.52746 0.30483  -0.55
H5 -2.30112 -2.51742 -0.31443  0.41
H6 -1.58767 0.49047 0.51789  0.50

Kohn-Sham gap, eV: 9.94
Lowest unoccupied orbital energy, eV: 1.071
HOMO, eV: -8.9
SMILES: N/N=C1/CO1.C#C
Relative energy (zero: lowest compared OMol25 entry of this formula, charge and spin), eV: 6.4678
Max |F|, eV Å⁻¹: 3.637

=====

Record 3
Entry from OMol25: one molecule with the formula C4H6N2O (wB97M-V/def2-TZVPD).

Last column: Mulliken charge in e.
Atoms and positions in Å:
N1 -2.43331 -0.75515 0.31364  -0.56
C1 -1.16918 -0.86900 0.00393  0.28
C2 0.06206 -0.78770 -0.80127  0.00
N2 1.23539 -0.81215 -0.05137  -0.44
C3 0.90692 0.48628 0.70975  -0.36
C4 0.04521 0.83451 -0.55646  -0.55
O1 -1.01863 1.58761 -0.27706  -0.56
H1 0.04553 -1.63354 -1.46201  0.42
H2 1.60890 -1.65439 0.45410  0.27
H3 1.60455 1.14339 1.17590  0.35
H4 0.02518 0.15238 1.40482  0.31
H5 0.57929 1.33003 -1.33516  0.49
H6 -1.49190 0.97772 0.42119  0.37

Kohn-Sham gap, eV: 10.23
Lowest unoccupied orbital energy, eV: 0.503
HOMO, eV: -9.7
SMILES: N#C[C@@H]1NC[C@@H]1O
Relative energy (zero: lowest compared OMol25 entry of this formula, charge and spin), eV: 5.1873
Max |F|, eV Å⁻¹: 13.199

=====

Record 4
Entry from OMol25: one molecule with the formula C4H6N2O (wB97M-V/def2-TZVPD).

Last column: Mulliken charge in e.
Atoms and positions in Å:
C1 0.06879 1.08725 1.89140  -0.99
C2 -0.20863 0.35233 0.62014  0.44
N1 -1.27424 0.50760 -0.11872  -0.60
C3 -1.07143 -0.24838 -1.25750  -0.43
C4 0.15389 -0.84161 -1.19971  0.40
O1 0.87593 -1.63741 -2.03016  -0.53
N2 0.70795 -0.46492 -0.00062  -0.10
H1 -0.88267 1.39873 2.32674  0.29
H2 0.65748 1.99124 1.69258  0.24
H3 0.61568 0.48654 2.62549  0.32
H4 -1.82150 -0.32331 -2.03337  0.39
H5 0.68496 -1.37306 -2.93811  0.34
H6 1.49378 -0.93501 0.42185  0.24

Kohn-Sham gap, eV: 8.83
Lowest unoccupied orbital energy, eV: 0.695
HOMO, eV: -8.1
SMILES: Cc1ncc(O)[nH]1
Relative energy (zero: lowest compared OMol25 entry of this formula, charge and spin), eV: 0.6186
Max |F|, eV Å⁻¹: 0.365

=====

Record 5
Entry from OMol25: one molecule with the formula C4H6N2O (wB97M-V/def2-TZVPD).

Last column: Mulliken charge in e.
Atoms and positions in Å:
C1 -2.36375 -0.64986 0.04368  -0.94
C2 -1.04454 -0.03264 0.03832  0.61
C3 -0.60717 1.26777 0.02129  -0.18
N1 0.73608 1.32393 -0.01137  -0.64
C4 1.06805 -0.03130 -0.04239  0.38
N2 2.36780 -0.64185 0.12083  -0.44
O1 -0.01464 -0.77976 -0.08301  -0.36
H1 -3.21538 0.18313 -0.19947  0.24
H2 -2.56365 -1.28619 1.00705  0.23
H3 -2.37134 -1.31313 -0.82255  0.29
H4 -1.34528 2.10332 -0.09456  0.30
H5 2.50051 -1.54693 -0.38071  0.25
H6 3.06961 -0.00049 0.02266  0.27

Kohn-Sham gap, eV: 8.68
Lowest unoccupied orbital energy, eV: 0.873
HOMO, eV: -7.8
SMILES: Cc1cnc(N)o1
Relative energy (zero: lowest compared OMol25 entry of this formula, charge and spin), eV: 1.8159
Max |F|, eV Å⁻¹: 5.265

=====

Record 6
Entry from OMol25: one molecule with the formula C4H6N2O (wB97M-V/def2-TZVPD).

Last column: Mulliken charge in e.
Atoms and positions in Å:
H1 1.42093 -1.95342 -0.79124  0.24
N1 0.56101 -1.54884 -0.41696  -0.67
C1 0.75924 -0.34304 -0.05765  0.93
C2 2.06074 0.41801 -0.16473  -1.20
C3 -0.36160 0.42691 0.53530  -0.67
C4 -1.59243 -0.02800 0.63925  0.32
N2 -2.74206 -0.41651 0.84335  -0.21
O1 -3.71338 -0.14935 -0.10446  -0.34
H2 2.86821 -0.22691 -0.52258  0.36
H3 2.34684 0.83139 0.80952  0.30
H4 1.95582 1.26187 -0.85778  0.29
H5 -0.16457 1.42251 0.92637  0.31
H6 -3.28460 0.32472 -0.84145  0.33

Kohn-Sham gap, eV: 9.85
Lowest unoccupied orbital energy, eV: 0.261
HOMO, eV: -9.6
SMILES: [H]/N=C(\C)C=C=NO
Relative energy (zero: lowest compared OMol25 entry of this formula, charge and spin), eV: 3.9442
Max |F|, eV Å⁻¹: 0.899

=====

Record 7
Entry from OMol25: one molecule with the formula C4H6N2O (wB97M-V/def2-TZVPD).

Last column: Mulliken charge in e.
Atoms and positions in Å:
H1 2.15348 -0.05889 -1.78377  0.25
N1 1.35100 -0.38159 -1.24651  -0.64
C1 1.28683 0.21658 -0.13364  0.76
C2 2.20886 1.24530 0.34234  0.10
N2 2.89216 2.09677 0.72227  -0.37
O1 0.36567 0.06926 0.80955  -0.34
C3 -0.87408 -0.61027 0.59158  -0.27
C4 -1.60740 -0.22850 -0.68365  -1.04
H2 -0.71031 -1.68654 0.67988  0.31
H3 -1.43124 -0.28745 1.46952  0.27
H4 -0.98640 -0.37782 -1.56783  0.34
H5 -2.49288 -0.86510 -0.77164  0.35
H6 -1.93004 0.81686 -0.65791  0.29

Kohn-Sham gap, eV: 11.52
Lowest unoccupied orbital energy, eV: 0.621
HOMO, eV: -10.9
SMILES: [H]/N=C(\C#N)OCC
Relative energy (zero: lowest compared OMol25 entry of this formula, charge and spin), eV: 1.6795
Max |F|, eV Å⁻¹: 1.332

=====

Record 8
Entry from OMol25: C4H6N2O as an isolated structure (wB97M-V/def2-TZVPD).

Last column: Mulliken charge in e.
Atoms and positions in Å:
O1 -0.45583 -2.08052 -1.52606  -0.56
C1 -0.39163 -1.15782 -0.75532  0.44
N1 0.04256 -1.19480 0.54256  -0.15
C2 0.01831 0.07821 1.21328  -0.41
C3 -0.34233 1.01700 0.06068  -0.18
C4 0.44941 0.94637 -1.58091  -0.60
N2 -0.73211 0.20934 -1.09012  -0.25
H1 0.38457 -2.05221 0.94586  0.19
H2 0.96917 0.31547 1.70262  0.30
H3 -0.77839 0.13315 1.96674  0.28
H4 -1.04939 1.81825 0.27032  0.44
H5 0.55782 1.67577 -0.38885  0.28
H6 1.32783 0.29181 -1.36080  0.24

Kohn-Sham gap, eV: 9.22
Lowest unoccupied orbital energy, eV: 0.619
HOMO, eV: -8.6
Relative energy (zero: lowest compared OMol25 entry of this formula, charge and spin), eV: 4.5820
Max |F|, eV Å⁻¹: 0.423

=====

Record 9
Entry from OMol25: one molecule with the formula C4H6N2O (wB97M-V/def2-TZVPD).

Last column: Mulliken charge in e.
Atoms and positions in Å:
O1 0.18688 -1.75824 1.94250  -0.56
C1 0.13394 -1.09756 0.93789  0.39
N1 -0.77040 -1.24604 -0.13512  -0.31
C2 -0.96786 0.10321 -0.65430  -0.65
C3 0.51126 0.38685 -0.74607  0.10
C4 1.07757 1.30277 0.28891  -0.28
N2 1.07698 -0.13917 0.48482  -0.26
H1 -1.51383 -1.91890 -0.07466  0.24
H2 -1.50115 0.73926 0.06909  0.25
H3 -1.46912 0.16530 -1.62326  0.35
H4 0.83131 -0.28402 -1.55388  0.32
H5 2.06253 1.76527 0.22938  0.21
H6 0.35853 1.90677 0.84764  0.21

Kohn-Sham gap, eV: 10.39
Lowest unoccupied orbital energy, eV: 0.883
HOMO, eV: -9.5
SMILES: O=C1NC[C@H]2CN12
Relative energy (zero: lowest compared OMol25 entry of this formula, charge and spin), eV: 2.5018
Max |F|, eV Å⁻¹: 1.941

=====

Record 10
Entry from OMol25: one molecule with the formula C4H6N2O (wB97M-V/def2-TZVPD).

Last column: Mulliken charge in e.
Atoms and positions in Å:
C1 0.44553 -1.87051 -1.84925  -0.74
C2 0.13104 -1.27586 -0.69854  0.06
C3 0.97074 -0.17316 -0.19568  -0.12
N1 0.68234 0.82346 0.55121  -0.50
C4 -0.67180 1.02595 0.96185  0.57
N2 -0.73767 2.05029 1.85167  -0.38
O1 -1.65416 0.41235 0.58165  -0.59
H1 1.30298 -1.55266 -2.43961  0.24
H2 -0.16466 -2.66922 -2.26001  0.26
H3 -0.75002 -1.55394 -0.13514  0.33
H4 2.01644 -0.21355 -0.52154  0.39
H5 -1.64712 2.38019 2.13130  0.24
H6 0.07636 2.61663 2.02208  0.23

Kohn-Sham gap, eV: 9.62
Lowest unoccupied orbital energy, eV: 0.105
HOMO, eV: -9.5
SMILES: C=C/C=N\C(N)=O
Relative energy (zero: lowest compared OMol25 entry of this formula, charge and spin), eV: 1.0439
Max |F|, eV Å⁻¹: 0.399

=====

Record 11
Entry from OMol25: one molecule with the formula C4H6N2O (wB97M-V/def2-TZVPD).

Last column: Mulliken charge in e.
Atoms and positions in Å:
C1 0.26696 1.24336 0.68502  -0.85
N1 -0.79870 1.14507 -0.29058  -0.20
C2 -1.05203 -0.06721 -0.89175  0.49
O1 -2.15168 -0.34131 -1.32262  -0.58
N2 0.02739 -1.01159 -1.12297  -0.31
C3 1.27613 -1.10313 -0.25918  -0.41
C4 0.35147 -1.93979 -0.00218  -0.02
H1 0.12432 2.12642 1.30379  0.36
H2 1.23054 1.34387 0.17980  0.23
H3 0.28511 0.34724 1.31158  0.34
H4 -1.66502 1.60784 -0.04260  0.28
H5 2.23336 -0.63027 -0.10943  0.35
H6 -0.12788 -2.72049 0.56112  0.32

Kohn-Sham gap, eV: 9.33
Lowest unoccupied orbital energy, eV: 0.754
HOMO, eV: -8.6
SMILES: CNC(=O)N1C=C1
Relative energy (zero: lowest compared OMol25 entry of this formula, charge and spin), eV: 4.3632
Max |F|, eV Å⁻¹: 0.545

=====

Record 12
Entry from OMol25: one molecule with the formula C4H6N2O (wB97M-V/def2-TZVPD).

Last column: Mulliken charge in e.
Atoms and positions in Å:
C1 -2.18965 -0.04455 -0.15893  -0.76
O1 -1.11816 -0.69525 0.50133  -0.41
C2 0.08872 -0.17691 0.19894  0.36
C3 0.53995 0.90550 -0.51551  -0.09
N1 1.92289 0.94126 -0.50841  -0.63
C4 2.28679 -0.09265 0.18766  -0.25
N2 1.22735 -0.82067 0.63856  -0.05
H1 -2.22569 1.01484 0.12036  0.31
H2 -3.10209 -0.54686 0.16428  0.23
H3 -2.07509 -0.13099 -1.24600  0.34
H4 -0.02981 1.66242 -1.03857  0.41
H5 3.28816 -0.46961 0.35164  0.34
H6 1.38666 -1.54655 1.30465  0.20

Kohn-Sham gap, eV: 9.13
Lowest unoccupied orbital energy, eV: 0.878
HOMO, eV: -8.2
SMILES: COc1cnc[nH]1
Relative energy (zero: lowest compared OMol25 entry of this formula, charge and spin), eV: 1.2275
Max |F|, eV Å⁻¹: 0.847